No. 1
{"formula": "C3H8N4", "method": "ωB97M-V/def2-TZVPD", "symbols": ["H", "N", "C", "N", "C", "C", "N", "N", "H", "H", "H", "H", "H", "H", "H"], "positions_angstrom": [[0.0656, -0.9788, 3.0001], [-0.0041, -1.4043, 2.0813], [0.1999, -0.5648, 1.1550], [0.4368, 0.7627, 1.0462], [-0.0809, 1.0761, -0.1527], [0.6661, 1.9779, -1.0821], [-0.0532, -0.9495, -0.2549], [-0.9257, -2.0300, -0.5755], [-1.1690, 1.0972, -0.3001], [0.4170, 3.0124, -0.8268], [1.7434, 1.8595, -0.9598], [0.3740, 1.8067, -2.1198], [0.8107, -1.0732, -0.7774], [-1.8456, -1.7650, -0.2292], [-0.6350, -2.8269, -0.0043]], "mulliken_charge": [0.25, -0.69, 0.50, -0.68, 0.58, -1.17, -0.11, -0.72, 0.25, 0.32, 0.31, 0.33, 0.26, 0.25, 0.30], "spin_multiplicity": 1, "orbital_gap_ev": 9.10, "homo_energy_ev": -8.313, "de_lowest_kj_mol": 338.65, "smiles": "[H]/N=C(\\N=C\\C)NN", "total_energy_ev": -9198.124}



No. 2
{"formula": "C3H8N4", "method": "ωB97M-V/def2-TZVPD", "symbols": ["H", "N", "C", "N", "C", "N", "H", "N", "C", "H", "H", "H", "H", "H", "H"], "positions_angstrom": [[-0.5560, 2.0672, -1.6331], [-1.2397, 1.9234, -0.9002], [-0.9123, 1.0569, -0.0356], [-1.7888, 0.7170, 0.9620], [0.5240, 0.4355, 0.1189], [1.3314, 0.4434, 1.0958], [1.1621, 1.2136, 1.7377], [0.3429, -0.6640, -0.6836], [1.1754, -1.8418, -0.5492], [-2.5506, 1.3773, 1.0765], [-1.4069, 0.3579, 1.8229], [-0.2903, -0.6718, -1.4762], [0.5902, -2.7627, -0.5021], [1.8568, -1.9138, -1.3974], [1.7620, -1.7383, 0.3637]], "mulliken_charge": [0.26, -0.80, 0.43, -0.47, 0.51, -0.80, 0.25, -0.20, -0.83, 0.29, 0.26, 0.23, 0.28, 0.26, 0.33], "spin_multiplicity": 1, "orbital_gap_ev": 9.95, "homo_energy_ev": -9.078, "de_lowest_kj_mol": 125.20, "smiles": "[H]/N=C(N)\\C(=N/[H])NC", "total_energy_ev": -9200.336}



Question: Which formula does entry 1 have?
Answer: C3H8N4



Question: Number 1 is which compound?
Answer: C3H8N4



Please write out number 2 again, unchanged.
{"formula": "C3H8N4", "method": "ωB97M-V/def2-TZVPD", "symbols": ["H", "N", "C", "N", "C", "N", "H", "N", "C", "H", "H", "H", "H", "H", "H"], "positions_angstrom": [[-0.5560, 2.0672, -1.6331], [-1.2397, 1.9234, -0.9002], [-0.9123, 1.0569, -0.0356], [-1.7888, 0.7170, 0.9620], [0.5240, 0.4355, 0.1189], [1.3314, 0.4434, 1.0958], [1.1621, 1.2136, 1.7377], [0.3429, -0.6640, -0.6836], [1.1754, -1.8418, -0.5492], [-2.5506, 1.3773, 1.0765], [-1.4069, 0.3579, 1.8229], [-0.2903, -0.6718, -1.4762], [0.5902, -2.7627, -0.5021], [1.8568, -1.9138, -1.3974], [1.7620, -1.7383, 0.3637]], "mulliken_charge": [0.26, -0.80, 0.43, -0.47, 0.51, -0.80, 0.25, -0.20, -0.83, 0.29, 0.26, 0.23, 0.28, 0.26, 0.33], "spin_multiplicity": 1, "orbital_gap_ev": 9.95, "homo_energy_ev": -9.078, "de_lowest_kj_mol": 125.20, "smiles": "[H]/N=C(N)\\C(=N/[H])NC", "total_energy_ev": -9200.336}